No. 1
ORCA calculation (wB97M-V/def2-TZVPD) on a cluster of 2 separate species, C5H10N2S in total in a non-equilibrium geometry.

Each line ends with the natural charge from an NBO analysis.
Positions of all 18 atoms, in Å:
S  -1.2415  -0.8433  3.4915  -0.25
N  -1.3983  -0.3099  -0.0283  -0.17
N  -0.2281  -0.0271  -0.5814  -0.18
C  0.0977  -1.9063  0.7271  -0.47
C  0.9180  -0.8900  -0.0845  -0.25
C  0.3914  2.3474  -0.4691  -0.62
C  -1.3012  -1.2958  0.8137  0.02
C  -0.0584  1.1209  -1.3177  -0.20
H  -0.1357  2.4038  0.4902  0.22
H  -2.1519  -1.6816  1.1338  0.21
H  0.6140  -2.1823  1.5480  0.23
H  1.6685  -0.3161  0.4650  0.20
H  -0.9394  1.4602  -1.9785  0.21
H  0.7446  0.9913  -1.9383  0.19
H  1.4087  2.1225  -0.4834  0.20
H  -0.0699  -2.8566  0.1401  0.22
H  0.0424  3.1721  -1.0533  0.21
H  1.6392  -1.3092  -0.8750  0.21

Results
Energy relative to the best compared isomer or geometry (same formula, charge and spin)   5.796 eV
Frontier orbital gap (spin up / spin down)   6.05 / 6.47 eV
LUMO energy (spin up / spin down)   -1.96 / -1.57 eV

---

No. 2
ORCA calculation (wB97M-V/def2-TZVPD) on an isolated molecule of C5H10N2S in a non-equilibrium geometry.

Each line ends with the natural charge from an NBO analysis.
Positions of all 18 atoms, in Å:
S  -1.3918  -0.6130  0.9552  0.00
N  -1.8364  1.6543  -2.0751  -0.30
N  1.5315  -0.7772  0.4385  -0.66
C  -1.1760  1.0775  -1.2507  0.28
C  0.7178  -0.2041  -0.7200  -0.23
C  -0.4017  0.5565  -0.0284  -0.28
C  0.3705  1.6661  0.7027  -0.62
C  2.3596  -1.9598  0.2610  -0.42
H  2.9197  -2.0537  -0.7422  0.17
H  1.4713  0.5330  -1.3282  0.20
H  1.0724  2.1318  -0.1054  0.21
H  -0.2413  2.5943  1.0577  0.25
H  2.0945  -0.1103  0.7925  0.35
H  1.0340  1.0580  1.3489  0.23
H  -0.3281  -1.2984  1.5239  0.18
H  1.6966  -2.9325  0.2151  0.19
H  3.1495  -2.0684  1.0661  0.21
H  0.3135  -1.0026  -1.4434  0.24

Results
Energy relative to the best compared isomer or geometry (same formula, charge and spin)   2.899 eV
SMILES   CNC[C@](C)(S)C#N
Frontier orbital gap   9.99 eV
LUMO energy   0.58 eV

---

No. 3
ORCA calculation (wB97M-V/def2-TZVPD) on an isolated molecule of C5H10N2Si in a non-equilibrium geometry.

Each line ends with the natural charge from an NBO analysis.
Positions of all 18 atoms, in Å:
Si  2.4964  -0.5005  -0.1069  0.85
N  -0.8534  -1.9584  -0.0567  -0.15
N  -0.2597  -1.5362  0.9422  -0.13
C  0.0065  -0.0988  0.9509  -0.23
C  -1.2123  -1.1048  -1.0121  -0.02
C  -1.9677  0.0782  -0.4852  -0.47
C  0.8783  0.3664  -0.0333  -0.51
C  -1.3929  0.4874  0.9395  -0.40
H  1.8546  -1.7421  0.2475  -0.12
H  -1.9001  0.8908  -1.2227  0.22
H  3.0111  -0.0277  -1.3506  -0.15
H  3.3146  -0.0158  0.9320  -0.17
H  -2.0127  -0.0179  1.6644  0.22
H  0.4859  0.0857  1.9989  0.22
H  -1.3327  1.5565  1.1667  0.23
H  0.3129  0.9977  -0.7161  0.20
H  -2.9689  -0.1934  -0.3375  0.22
H  -1.5461  -1.3523  -1.9888  0.20

Results
Energy relative to the best compared isomer or geometry (same formula, charge and spin)   6.823 eV
Frontier orbital gap (spin up / spin down)   7.68 / 7.75 eV
LUMO energy (spin up / spin down)   -0.51 / -0.31 eV

---

No. 4
ORCA calculation (wB97M-V/def2-TZVPD) on a cluster of 2 separate species, C5H10N3 in total in a non-equilibrium geometry.

Each line ends with the natural charge from an NBO analysis.
Positions of all 18 atoms, in Å:
N  2.0174  -0.4704  -0.6354  -0.14
N  3.1345  0.1775  -0.6541  -0.11
N  1.2310  -0.2727  0.4170  -0.13
C  2.0693  0.4806  1.1932  -0.02
C  -0.7527  -1.5687  -0.3475  -0.71
C  -1.6312  1.4009  -0.8730  -0.47
C  -0.0101  -0.6116  0.5571  0.11
C  3.2400  0.6585  0.5408  -0.07
H  -1.9685  0.4862  -1.3553  0.16
H  -2.2282  1.5325  0.0170  0.19
H  -0.7551  -2.6608  -0.1270  0.27
H  1.7900  -1.0161  -1.5136  0.45
H  -0.9156  2.0303  -1.3046  0.19
H  4.0569  1.3641  0.7572  0.27
H  -0.2894  -0.5862  1.5886  0.23
H  1.7754  0.6739  2.2459  0.26
H  -1.8528  -1.3784  -0.0875  0.27
H  -0.5755  -1.3917  -1.3881  0.23

Results
Net charge   +1
Energy relative to the best compared isomer or geometry (same formula, charge and spin)   6.739 eV
Frontier orbital gap (spin up / spin down)   6.84 / 8.79 eV
LUMO energy (spin up / spin down)   -5.80 / -4.18 eV

---

No. 5
ORCA calculation (wB97M-V/def2-TZVPD) on a cluster of 2 separate species, C5H10N3 in total in a non-equilibrium geometry.

Each line ends with the natural charge from an NBO analysis.
Positions of all 18 atoms, in Å:
N  -0.7350  0.3370  -0.9126  -0.51
N  -2.6179  1.1438  0.0879  -0.76
N  -1.8628  -0.8345  0.8747  -0.84
C  2.3072  0.4302  0.0335  -0.08
C  3.5788  -0.1709  0.0047  -0.09
C  -1.6625  0.1949  0.0068  0.64
C  0.3077  -0.6398  -1.0680  -0.46
C  2.8918  -0.0943  1.1465  -0.11
H  2.9014  -0.5631  2.0960  0.26
H  -1.7798  -1.8018  0.5895  0.42
H  -0.2148  -1.5020  -0.7884  0.17
H  -1.8831  -0.6633  1.8721  0.42
H  -2.4898  2.0605  -0.2661  0.40
H  1.7921  1.3977  -0.2266  0.23
H  -3.2367  1.1246  0.8868  0.41
H  0.8575  -0.6159  -1.9734  0.21
H  -0.9099  1.0381  -1.6234  0.42
H  4.5272  -0.3762  -0.4856  0.27

Results
Net charge   +1
Energy relative to the best compared isomer or geometry (same formula, charge and spin)   5.927 eV
Frontier orbital gap (spin up / spin down)   7.60 / 7.60 eV
LUMO energy (spin up / spin down)   -2.98 / -2.98 eV

---

No. 6
ORCA calculation (wB97M-V/def2-TZVPD) on the ion C5H10N3 with charge +1 in a non-equilibrium geometry.

Each line ends with the natural charge from an NBO analysis.
Positions of all 18 atoms, in Å:
N  -0.6984  -1.1397  -0.4139  -0.34
N  0.8458  1.1150  -0.4722  -0.41
N  0.9150  -1.0642  -0.4467  -0.38
C  -0.4044  1.2714  -0.3434  0.23
C  2.9285  0.1032  0.4576  -0.66
C  1.5452  0.0320  -0.1066  0.52
C  -1.1756  0.0306  0.3063  -0.14
C  -2.7586  0.0358  0.1827  -0.60
H  2.6316  0.8850  1.1543  0.27
H  3.4727  0.5072  -0.3441  0.27
H  -0.7840  -0.0550  1.4211  0.23
H  -3.2530  1.0658  0.5294  0.25
H  -0.8673  2.0308  -0.9286  0.23
H  -0.9891  -1.1042  -1.3327  0.37
H  -2.9804  -0.1851  -0.7927  0.21
H  -3.1946  -0.6829  0.8354  0.25
H  1.3747  -2.0142  -0.3836  0.44
H  3.3919  -0.8316  0.6777  0.26

Results
Net charge   +1
Energy relative to the best compared isomer or geometry (same formula, charge and spin)   3.737 eV
SMILES   CC1=[NH+]N[C@H](C)C=N1
Frontier orbital gap   10.13 eV
LUMO energy   -4.76 eV

---

No. 7
ORCA calculation (wB97M-V/def2-TZVPD) on the ion C5H10N3O with charge +1 in a non-equilibrium geometry.

Each line ends with the natural charge from an NBO analysis.
Positions of all 19 atoms, in Å:
O  -2.1891  -1.1567  -0.0221  -0.38
N  -1.4640  0.9395  -0.1178  -0.56
N  1.3365  1.1679  0.1132  -0.88
N  0.0788  -0.9075  0.2174  -0.58
C  -2.8670  0.9694  -0.1002  -0.07
C  2.6859  -0.9471  -0.3811  -0.62
C  -1.1192  -0.3601  0.0274  0.76
C  1.4826  -0.2377  0.3131  0.15
C  -3.3071  -0.3241  -0.0946  0.06
H  0.1803  -1.8470  0.5181  0.43
H  1.3700  1.3827  -0.8548  0.38
H  -4.3395  -0.5883  -0.1140  0.26
H  2.5987  -0.7609  -1.4015  0.22
H  1.7162  1.8140  0.7679  0.42
H  3.6590  -0.4238  -0.0386  0.26
H  1.6080  -0.3285  1.3339  0.19
H  -0.7246  1.6833  0.0157  0.48
H  2.5571  -2.0519  -0.0755  0.23
H  -3.2626  1.9767  -0.1066  0.26

Results
Net charge   +1
Energy relative to the best compared isomer or geometry (same formula, charge and spin)   1.176 eV
SMILES   C[C@@H](N)/[NH+]=c1\[nH]cco1
Frontier orbital gap   10.42 eV
LUMO energy   -2.76 eV

---

No. 8
ORCA calculation (wB97M-V/def2-TZVPD) on a cluster of 2 separate species, C5H10N3O3 in total in a non-equilibrium geometry.

Each line ends with the natural charge from an NBO analysis.
Positions of all 21 atoms, in Å:
O  1.8548  1.9129  -1.2022  -0.65
O  0.0854  -0.5676  3.3106  -0.57
O  0.4176  1.4878  3.7995  -0.58
N  0.5961  0.2621  4.0824  0.25
N  0.2027  2.8056  0.9488  -0.82
N  0.9548  1.0784  -0.7766  0.00
C  -0.8928  -1.0464  -0.0060  -0.34
C  -0.8763  0.3303  0.6927  -0.58
C  0.8666  -0.1164  -1.5807  -0.24
C  0.0433  1.2720  0.1332  0.44
C  0.4507  -1.3538  -0.8408  -0.43
H  0.2208  -2.2186  -1.4949  0.20
H  1.0326  -1.7899  -0.0735  0.22
H  0.6492  3.3284  0.1957  0.36
H  -0.3340  0.1947  1.7537  0.34
H  -1.9656  0.6138  0.6461  0.23
H  -1.0904  -1.7655  0.6686  0.20
H  1.8542  -0.4413  -2.1071  0.22
H  0.2981  0.1605  -2.4834  0.20
H  -1.8125  -1.0616  -0.7919  0.15
H  0.9465  2.6102  1.6210  0.38

Results
Net charge   -1
Energy relative to the best compared isomer or geometry (same formula, charge and spin)   2.877 eV
Frontier orbital gap   7.03 eV
LUMO energy   3.40 eV

---

Please write out number 7 again, unchanged.
ORCA calculation (wB97M-V/def2-TZVPD) on the ion C5H10N3O with charge +1 in a non-equilibrium geometry.

Each line ends with the natural charge from an NBO analysis.
Positions of all 19 atoms, in Å:
O  -2.1891  -1.1567  -0.0221  -0.38
N  -1.4640  0.9395  -0.1178  -0.56
N  1.3365  1.1679  0.1132  -0.88
N  0.0788  -0.9075  0.2174  -0.58
C  -2.8670  0.9694  -0.1002  -0.07
C  2.6859  -0.9471  -0.3811  -0.62
C  -1.1192  -0.3601  0.0274  0.76
C  1.4826  -0.2377  0.3131  0.15
C  -3.3071  -0.3241  -0.0946  0.06
H  0.1803  -1.8470  0.5181  0.43
H  1.3700  1.3827  -0.8548  0.38
H  -4.3395  -0.5883  -0.1140  0.26
H  2.5987  -0.7609  -1.4015  0.22
H  1.7162  1.8140  0.7679  0.42
H  3.6590  -0.4238  -0.0386  0.26
H  1.6080  -0.3285  1.3339  0.19
H  -0.7246  1.6833  0.0157  0.48
H  2.5571  -2.0519  -0.0755  0.23
H  -3.2626  1.9767  -0.1066  0.26

Results
Net charge   +1
Energy relative to the best compared isomer or geometry (same formula, charge and spin)   1.176 eV
SMILES   C[C@@H](N)/[NH+]=c1\[nH]cco1
Frontier orbital gap   10.42 eV
LUMO energy   -2.76 eV

---

- Which value of energy relative to the best compared isomer or geometry (same formula, charge and spin) does entry 2 give?
  2.899 eV

---

- What is the formula in the second record?
  C5H10N2S